Density functional theory data (the ωB97M-V functional and the def2-TZVPD basis) for 8 unconnected molecules or ions with the total composition C8H32N4O8.

Geometry (Å):
O1 4.87909 -0.46207 3.41607
H1 5.70502 -0.89714 3.18391
H2 4.28455 -1.16892 3.68877
O2 3.89540 3.09376 1.11231
H3 4.06107 2.99126 2.06135
H4 4.51859 2.49584 0.68743
O3 3.65881 2.12191 3.87924
H5 3.16436 1.94073 4.68300
H6 4.06930 1.27207 3.64398
O4 2.15307 -3.23543 3.65974
H7 2.24580 -2.32632 3.30927
H8 3.00550 -3.47552 4.03408
C1 1.09982 -0.18679 1.63610
O5 1.86587 -0.84874 2.34599
N1 0.02648 -0.79855 1.04442
N2 1.27592 1.11564 1.35168
H9 0.00282 -1.78347 1.23940
H10 -0.74123 -0.33297 0.60532
H11 2.08716 1.59485 1.70423
H12 0.66162 1.55374 0.67649
C2 -1.36181 -3.67489 1.88383
O6 -1.60591 -2.76229 2.67222
N3 -2.40297 -4.16735 1.12127
N4 -0.10735 -4.12198 1.57012
H13 -3.27233 -3.68818 1.24732
H14 -2.29807 -4.95863 0.51568
H15 0.02906 -4.58641 0.69149
H16 0.65254 -3.55976 1.92939
C3 -3.10817 -1.07167 -4.11887
C4 -1.70636 -0.48905 -4.05057
C5 -0.76876 -1.07129 -3.03193
O7 -1.05021 -0.63029 -5.31882
H17 -3.14579 -2.15741 -4.20829
H18 -3.62624 -0.58895 -4.94793
H19 -3.66090 -0.85236 -3.19933
H20 -1.81259 0.58307 -3.84108
H21 0.23024 -0.62851 -3.03832
H22 -0.61870 -2.15080 -3.02108
H23 -1.07668 -0.79933 -2.01298
H24 -1.61844 -0.26554 -6.00442
C6 -1.54231 4.34273 -1.63370
C7 -1.42423 3.28114 -0.55953
C8 -2.42517 2.15812 -0.83636
O8 -0.11983 2.70024 -0.59575
H25 -2.45982 4.93422 -1.55808
H26 -1.59100 3.90533 -2.63383
H27 -0.74388 5.09047 -1.59434
H28 -1.69502 3.67651 0.42400
H29 -2.52546 1.48321 0.01730
H30 -2.08806 1.56671 -1.69196
H31 -3.42640 2.50830 -1.09166
H32 0.45159 3.33074 -1.04652

Its multiplicity is 1. The energy above the lowest of the compared OMol25 structures with the same formula, charge and spin comes out at 0.0000 eV. The SMILES is NC(N)=O.NC(N)=O.CC(C)O.CC(C)O.O.O.O.O. The calculation puts the LUMO energy at 0.46 eV. As for the HOMO-LUMO gap: 9.8 eV. Its HOMO energy is -9.38 eV.

List of Mulliken charges in e, atom by atom:
1. O -0.650
2. H 0.293
3. H 0.284
4. O -0.646
5. H 0.316
6. H 0.310
7. O -0.652
8. H 0.288
9. H 0.384
10. O -0.660
11. H 0.532
12. H 0.309
13. C 0.686
14. O -0.747
15. N 0.001
16. N -0.107
17. H -0.182
18. H 0.068
19. H 0.215
20. H 0.089
21. C 0.706
22. O -0.599
23. N -0.439
24. N -0.438
25. H 0.215
26. H 0.167
27. H 0.210
28. H 0.203
29. C -1.266
30. C 0.816
31. C -1.145
32. O -0.557
33. H 0.323
34. H 0.371
35. H 0.300
36. H -0.064
37. H 0.331
38. H 0.392
39. H 0.194
40. H 0.329
41. C -1.494
42. C 0.737
43. C -1.134
44. O -0.566
45. H 0.393
46. H 0.337
47. H 0.433
48. H 0.103
49. H 0.333
50. H 0.028
51. H 0.406
52. H 0.243